C25H43CeF3O3P2S as an isolated structure, computed with the ωB97M-V functional and the def2-TZVPD basis.

Output
total charge	+1
expectation value of S²	0.751
multiplicity	2
E	-83250.66678	eV
relative energy (zero: lowest compared OMol25 entry of this formula, charge and spin)	122.9	kJ/mol
highest occupied orbital energy (spin up / spin down)	-9.72 / -9.72	eV

```
78
Properties=species:S:1:pos:R:3:forces:R:3
Ce -1.283 1.051 -0.325 -3.5 -1.6 -3.5
C -0.009 0.382 1.647 1.2 1.6 0.7
C 0.921 0.811 0.622 -0.3 0.7 1.8
C -0.373 2.641 1.288 1.0 -0.9 0.5
C -0.816 1.509 2.035 1.9 0.0 0.4
C 0.699 2.222 0.426 -0.1 -0.6 1.4
C 0.005 -0.844 2.460 -0.1 -0.6 0.5
H 0.642 -1.622 2.057 0.0 -0.1 0.0
H -0.990 -1.264 2.574 0.2 0.0 0.0
H 0.342 -0.607 3.482 0.1 0.1 -0.3
C -1.723 1.549 3.212 -0.7 -0.2 0.3
H -1.172 1.514 4.164 0.1 0.0 -0.4
H -2.443 0.722 3.259 0.2 0.1 -0.2
H -2.298 2.473 3.215 -0.1 0.0 0.1
C -1.060 3.954 1.265 0.2 0.3 0.0
H -1.433 4.226 2.259 0.0 0.0 -0.3
H -1.920 3.940 0.578 -0.2 0.2 -0.1
H -0.375 4.731 0.917 -0.2 0.0 0.0
C 1.215 3.075 -0.661 0.1 0.2 -0.1
H 1.343 4.088 -0.259 0.0 -0.1 -0.4
H 0.477 3.132 -1.490 0.3 0.1 -0.1
H 2.169 2.710 -1.048 -0.2 0.1 -0.1
C 1.833 -0.088 -0.153 0.2 0.2 0.0
H 2.792 0.427 -0.310 -0.2 -0.3 0.0
H 1.443 -0.328 -1.164 0.2 -0.1 0.3
H 2.004 -1.025 0.403 -0.1 0.4 -0.4
C 0.142 -3.770 -1.941 0.1 0.0 0.9
C 1.149 -3.490 -1.085 -0.4 -0.4 0.2
C 2.609 -3.379 -1.411 0.6 0.6 -0.8
C 2.956 -3.213 -2.927 0.4 -0.3 0.8
C 2.716 -1.845 -3.509 -0.1 0.2 -0.5
C 1.562 -1.317 -3.946 1.2 0.6 0.3
C 0.235 -1.703 -3.422 -1.1 0.0 0.2
C -0.013 -3.224 -3.339 -0.5 -0.5 0.0
H 3.080 -4.316 -1.051 -0.3 0.3 -0.2
H 2.437 -3.978 -3.532 0.2 0.3 0.4
H 3.132 -2.586 -0.836 -0.3 -0.2 -0.2
H 0.542 -3.775 -4.106 0.0 0.3 0.2
H -0.738 -4.331 -1.566 0.4 1.0 0.1
H 0.939 -3.445 0.001 0.1 -0.9 -0.6
H -1.067 -3.368 -3.598 0.1 -0.2 0.0
H 0.181 -1.262 -2.380 -0.2 -0.6 -0.7
H 1.627 -0.496 -4.673 -0.1 0.2 0.8
H -0.610 -1.236 -3.991 1.0 -0.2 0.5
H 4.042 -3.416 -3.061 -0.7 0.0 0.2
H 3.629 -1.270 -3.649 -0.1 -0.1 -0.6
P -1.014 -1.004 -6.209 0.1 0.4 -0.6
P -1.236 2.055 -6.336 0.2 0.0 -0.7
C -1.485 -0.346 -7.896 0.0 -0.3 0.1
C -1.983 1.102 -7.777 -0.1 0.0 0.7
H -2.292 -0.997 -8.249 0.2 0.1 -0.3
H -0.644 -0.439 -8.602 -0.2 0.1 0.4
H -1.848 1.700 -8.688 0.0 -0.3 0.1
H -3.052 1.082 -7.535 0.0 0.1 -0.2
C -1.690 3.706 -6.995 0.0 0.2 0.1
H -1.193 4.480 -6.397 -0.2 0.0 -0.2
H -2.774 3.819 -6.901 0.1 0.1 0.0
H -1.415 3.828 -8.047 0.0 0.0 0.1
C 0.554 2.053 -6.842 0.1 0.2 0.2
H 0.716 2.126 -7.927 -0.2 0.0 0.3
H 1.095 1.177 -6.461 -0.2 0.1 -0.1
H 0.993 2.943 -6.369 0.0 -0.2 -0.2
C -2.437 -2.095 -5.815 -0.1 -0.2 0.1
H -2.511 -2.194 -4.724 -0.1 -0.1 -0.3
H -2.320 -3.098 -6.246 -0.1 0.2 0.0
H -3.368 -1.644 -6.179 0.1 -0.1 0.1
C 0.302 -2.241 -6.562 0.5 -0.3 -0.4
H 0.297 -2.537 -7.643 0.0 0.0 1.0
H 0.124 -3.118 -5.898 0.2 0.6 -0.8
H 1.296 -1.801 -6.289 -0.9 -0.6 -0.5
F -4.048 -3.771 2.167 0.9 1.2 -0.2
C -3.343 -2.624 2.170 -0.4 0.0 0.8
F -4.178 -1.586 2.402 0.4 -0.7 0.1
F -2.440 -2.685 3.195 -1.0 0.1 -1.2
S -2.538 -2.303 0.499 0.7 -1.5 -0.9
O -1.181 -2.806 0.578 -1.2 0.6 0.3
O -3.427 -2.926 -0.449 0.4 0.9 0.7
O -2.515 -0.782 0.378 0.0 0.0 0.1
```
Positions in Å, forces in eV/Å.



C25H43Cl3CoN5O4Si as an isolated structure, computed with the ωB97M-V functional and the def2-TZVPD basis.

Output
total charge	-1
expectation value of S²	3.758
multiplicity	4
E	-125341.70462	eV
highest occupied orbital energy (spin up / spin down)	-4.76 / -4.51	eV

```
82
Properties=species:S:1:pos:R:3:forces:R:3
C 1.530 6.759 1.411 0.1 -0.5 0.1
C 2.958 7.166 1.643 1.3 0.4 -0.2
H 0.994 6.731 2.373 0.0 0.0 -0.3
H 1.484 5.760 0.949 0.0 0.4 0.2
H 1.004 7.456 0.748 0.1 0.0 0.1
C 3.322 8.147 2.467 0.2 -0.2 -0.5
C 2.404 9.015 3.237 -0.1 0.2 0.6
H 4.387 8.392 2.571 -0.4 -0.1 -0.2
H 1.643 8.434 3.774 0.0 0.2 -0.1
H 1.910 9.763 2.606 -0.1 -0.1 0.1
H 3.018 9.550 3.963 -0.3 0.2 0.2
Co 3.244 4.164 -1.052 0.3 -1.1 -0.4
Cl 1.192 3.428 -1.106 -1.6 -0.5 -0.2
Cl 4.732 4.298 -2.645 0.8 0.2 -1.3
C 4.515 1.493 -1.116 -0.8 1.2 1.3
O 3.888 2.310 -0.380 1.2 -2.2 -1.0
N 4.704 0.201 -0.834 0.0 0.3 0.1
C 4.205 -0.404 0.396 -0.2 0.1 0.1
C 5.600 -0.568 -1.685 0.1 0.5 -0.1
H 4.973 1.824 -2.053 -0.1 0.1 0.0
H 3.105 -0.343 0.451 0.9 0.2 0.1
H 4.650 0.051 1.289 0.0 0.0 -0.2
H 4.469 -1.462 0.364 -0.1 0.1 0.2
H 5.285 -0.476 -2.729 0.1 -0.2 0.1
H 5.571 -1.604 -1.357 0.0 0.0 -0.2
H 6.624 -0.186 -1.602 0.0 -0.2 0.0
H -2.430 2.341 1.953 -0.1 0.0 0.2
H -0.288 2.555 4.061 -0.1 -0.2 0.1
C -2.789 1.849 2.868 0.2 -0.1 -0.4
C -0.925 1.783 4.517 0.0 0.2 0.0
N -1.728 1.100 3.519 -0.1 -0.2 -0.1
H -3.602 1.168 2.598 0.1 0.2 0.1
C -1.427 -0.154 3.119 0.9 -0.4 0.6
O -0.511 -0.842 3.585 -1.2 0.7 -0.6
H -0.310 1.047 5.035 -0.1 0.1 -0.1
H -2.104 -0.518 2.317 0.2 0.0 0.2
H -3.162 2.615 3.551 0.0 -0.2 -0.1
H -1.599 2.276 5.224 0.1 -0.1 0.0
O 3.596 5.486 0.051 0.4 1.6 1.6
C 4.089 6.559 0.748 -0.8 -0.8 -0.2
C 5.580 6.235 2.829 0.4 0.2 -0.1
C 5.423 6.204 1.448 -0.6 0.2 0.0
H 4.681 6.346 3.434 0.4 0.0 0.0
C 6.859 6.179 3.394 -0.1 -0.3 -0.6
H 4.361 7.370 0.041 0.0 -0.1 0.1
C 6.508 5.890 0.626 0.2 0.2 0.3
H 6.950 6.245 4.473 0.2 0.0 0.0
C 7.973 6.006 2.560 -0.3 0.0 0.2
C 7.789 5.829 1.181 -0.2 -0.2 0.2
H 6.316 5.705 -0.436 0.2 0.2 0.3
H 8.977 5.992 2.992 -0.3 0.0 -0.2
H 8.652 5.634 0.547 -0.2 0.0 0.1
Si 3.553 2.708 4.209 1.5 0.4 -2.7
Cl 2.247 4.257 3.892 -0.8 0.8 0.1
C 4.505 3.240 5.750 0.2 -0.2 0.4
C 4.854 2.874 2.812 -0.1 0.3 0.9
C 2.593 1.280 3.476 -0.6 -0.9 0.9
H 5.574 3.173 5.488 -0.4 -0.1 0.1
H 4.344 2.708 6.685 -0.1 0.0 0.1
H 4.302 4.312 5.930 -0.1 -0.5 -0.2
H 1.686 1.063 4.058 0.2 -0.2 -0.3
H 3.161 0.343 3.402 -0.1 0.2 0.1
H 2.281 1.526 2.436 0.4 0.3 0.7
H 5.592 3.637 3.088 0.0 -0.2 -0.3
H 4.364 3.177 1.885 0.0 0.0 0.0
H 5.368 1.921 2.640 0.0 0.1 0.0
C 0.328 -3.866 2.891 0.1 -0.1 0.3
N 0.361 -2.989 1.741 -0.1 -0.4 0.1
C -0.653 -2.986 0.854 0.1 0.5 -0.3
C -0.700 -2.041 -0.124 -0.6 -0.2 -0.1
C 0.334 -1.050 -0.141 0.7 -0.3 0.7
N 1.394 -1.152 0.653 -1.1 0.0 0.1
C 1.433 -2.074 1.661 0.5 0.3 0.3
O 2.331 -2.146 2.503 -0.7 -0.1 -0.8
N 0.259 0.002 -0.973 -0.2 0.5 -0.3
H 0.138 -3.281 3.795 0.1 0.0 -0.1
H 1.290 -4.371 2.986 -0.1 0.0 0.1
H -0.474 -4.597 2.763 0.1 0.1 0.0
H -1.412 -3.767 0.983 0.3 0.4 -0.1
H -1.518 -1.993 -0.837 0.1 -0.1 0.1
H -0.604 0.174 -1.479 0.4 -0.1 0.2
H 0.869 0.819 -0.858 -0.2 -0.3 0.0
```
Positions in Å, forces in eV/Å.



C25H43ClN5NaO3P as an isolated structure, computed with the ωB97M-V functional and the def2-TZVPD basis.

Output
total charge	-1
E	-66448.02216	eV
relative energy (zero: lowest compared OMol25 entry of this formula, charge and spin)	46.0	kJ/mol
highest occupied orbital energy	-4.29	eV

```
79
Properties=species:S:1:pos:R:3:forces:R:3
Na -1.194 2.290 -0.240 -0.3 -0.1 0.1
O -2.714 2.816 3.073 -0.1 -0.1 0.1
C -2.357 1.445 2.980 0.1 0.1 0.1
C -3.546 0.565 3.347 0.1 0.0 0.0
C -4.691 0.666 2.336 -0.1 0.0 0.0
C -4.335 0.025 1.025 0.0 0.0 0.1
C -4.403 -1.356 0.858 0.0 0.0 0.0
C -4.021 -1.910 -0.351 0.0 0.0 0.0
C -3.566 -1.071 -1.353 0.0 0.0 0.1
C -3.516 0.288 -1.086 0.0 -0.1 -0.1
N -3.908 0.833 0.058 0.0 0.1 -0.1
H -2.655 3.235 2.201 0.1 0.0 0.0
H -1.544 1.252 3.693 0.0 0.0 0.0
H -1.974 1.188 1.987 0.0 -0.1 0.1
H -3.910 0.872 4.332 0.0 0.0 0.0
H -3.210 -0.474 3.430 0.0 0.0 0.0
H -4.911 1.719 2.157 0.0 0.0 0.0
H -5.590 0.195 2.746 0.0 0.0 0.0
H -4.753 -1.981 1.670 0.0 0.0 0.0
H -4.065 -2.982 -0.503 0.0 0.0 0.0
H -3.214 -1.456 -2.299 0.0 0.0 0.0
H -3.139 0.978 -1.831 0.0 0.0 -0.1
N -0.651 0.327 -0.044 0.4 -0.9 0.0
P 0.610 -0.428 -0.395 0.0 -0.2 0.1
N 0.581 -2.061 0.081 0.1 0.1 -0.1
C 1.719 -2.946 -0.052 0.0 0.0 -0.1
C 1.271 -4.399 0.058 0.0 0.0 0.0
C 0.658 -4.687 1.438 0.0 0.0 0.0
C 0.004 -3.427 2.023 0.0 0.0 0.0
C -0.517 -2.533 0.906 -0.1 0.0 0.1
N 2.140 0.042 0.247 -0.1 -0.1 0.0
C 2.266 -0.157 1.683 0.0 -0.1 0.1
C 3.753 -0.231 2.067 0.0 0.0 0.0
C 4.603 0.524 1.044 0.0 0.0 0.0
C 3.858 1.781 0.613 0.0 0.0 0.0
C 2.534 1.410 -0.080 0.0 0.1 0.0
N 1.056 -0.471 -2.039 0.1 0.1 0.1
C -0.016 -0.442 -3.005 -0.1 0.0 -0.1
C 0.337 0.455 -4.213 0.0 0.0 0.0
C 1.605 1.251 -3.931 0.0 0.0 0.0
C 2.758 0.288 -3.659 0.0 0.0 0.0
C 2.339 -0.787 -2.622 0.0 0.0 0.0
H 2.492 -2.750 0.711 0.0 0.0 0.0
H 2.199 -2.780 -1.018 0.0 0.0 0.0
H 2.116 -5.064 -0.135 0.0 0.0 0.0
H 0.532 -4.585 -0.725 0.0 0.0 0.0
H 1.426 -5.062 2.120 0.0 0.0 0.0
H -0.088 -5.481 1.344 0.0 0.0 0.0
H 0.735 -2.865 2.611 0.0 0.0 0.0
H -0.808 -3.694 2.705 0.0 0.0 0.0
H -1.044 -1.653 1.278 0.0 0.0 0.0
H -1.244 -3.103 0.307 0.0 0.0 0.0
H 1.747 -1.074 1.961 0.0 0.1 0.0
H 1.765 0.659 2.226 0.0 0.0 0.0
H 4.082 -1.271 2.135 0.0 0.0 0.0
H 3.891 0.213 3.057 0.0 0.0 0.0
H 4.772 -0.110 0.169 0.0 0.0 0.0
H 5.583 0.769 1.461 0.0 0.0 0.0
H 4.467 2.392 -0.056 0.0 0.0 0.0
H 3.657 2.393 1.498 0.0 0.0 0.0
H 2.638 1.495 -1.160 0.0 0.0 -0.1
H 1.749 2.123 0.223 0.0 0.0 0.0
H -0.896 -0.065 -2.483 0.0 0.0 0.0
H -0.247 -1.462 -3.355 0.0 0.0 0.0
H -0.494 1.127 -4.434 0.0 0.0 0.0
H 0.498 -0.157 -5.107 0.0 0.0 0.0
H 1.438 1.895 -3.064 0.0 0.0 0.0
H 1.849 1.905 -4.772 0.0 0.0 0.0
H 3.640 0.834 -3.315 0.0 0.0 0.0
H 3.039 -0.200 -4.598 0.0 0.0 0.0
H 3.075 -0.863 -1.825 0.0 0.0 0.0
H 2.301 -1.771 -3.120 0.0 0.0 0.0
Cl 0.660 5.882 -0.092 0.1 0.0 0.0
C -1.096 5.984 -0.450 -0.1 0.2 0.0
C -1.682 4.568 -0.456 0.0 0.7 -0.1
O -1.661 3.962 -1.545 0.0 0.2 -0.3
O -2.061 4.122 0.649 -0.1 0.1 0.3
H -1.186 6.451 -1.426 0.0 0.0 0.0
H -1.538 6.592 0.333 0.0 0.0 0.0
```
Positions in Å, forces in eV/Å.